ORCA calculation (ωB97M-V/def2-TZVPD) on a 2-piece molecular cluster, C2H2N2O2 overall.

Geometry (Å):
O -0.4565 -0.1091 -2.7029
O 1.1941 0.6998 -1.2685
N 0.4222 0.6251 1.8990
N -1.0603 -0.5427 0.3482
C 0.3541 0.2910 -1.9695
C -0.2845 -0.0379 1.1549
H -1.5857 -1.3639 0.6197
H 1.4166 0.4377 1.9192

Cartesian forces, eV/Å:
0.57 0.29 0.49
-0.60 -0.29 -0.52
-0.35 -0.31 -0.33
0.31 0.25 0.40
0.06 0.01 -0.11
0.00 0.04 0.06
0.06 0.03 0.02
-0.05 -0.02 0.00

- gap between HOMO and LUMO (eV) = 11.31
- relative energy (zero: lowest compared OMol25 entry of this formula, charge and spin) (eV) = 0.008
- charge = 0
- electronic energy (eV) = -9181.778